(1)
67
Properties=species:S:1:pos:R:3:mulliken_spin:R:1 method="wB97M-V/def2-TZVPD" multiplicity=3 homo_ev="-7.47 / -7.96" energy_ha=-3895.78166 gap_ev="6.42 / 6.66"
V 0.092 0.126 -0.012 2.04
C -1.334 0.339 3.994 -0.02
C -0.208 0.438 4.812 0.02
C 1.021 0.333 4.218 -0.01
C 1.123 0.181 2.817 0.03
N 0.027 0.113 2.024 -0.10
C -1.161 0.165 2.639 0.05
N 2.386 0.104 2.355 -0.01
C 2.726 0.068 1.110 0.03
N 1.927 0.104 -0.003 -0.02
C 2.728 0.078 -1.117 0.04
N 2.391 0.120 -2.361 -0.01
C 1.130 0.198 -2.831 0.04
C 1.035 0.336 -4.233 -0.01
C -0.192 0.444 -4.833 0.02
C -1.322 0.354 -4.019 -0.01
C -1.154 0.190 -2.663 0.04
N 0.031 0.145 -2.044 -0.11
C 4.125 0.043 -0.703 0.01
C 5.309 0.083 -1.418 0.00
C 6.493 0.119 -0.697 0.00
C 6.492 0.109 0.694 0.00
C 5.309 0.064 1.414 0.00
C 4.125 0.034 0.699 0.01
H -2.332 0.394 4.400 0.00
H -0.307 0.575 5.879 0.00
H 1.947 0.376 4.769 0.00
H -2.040 0.056 2.023 -0.01
H 1.963 0.364 -4.781 0.00
H -0.286 0.578 -5.900 0.00
H -2.318 0.407 -4.431 0.00
H -2.035 0.082 -2.049 -0.01
H 5.298 0.105 -2.495 0.00
H 7.435 0.167 -1.222 0.00
H 7.434 0.148 1.219 0.00
H 5.300 0.073 2.492 0.00
F -6.429 2.980 0.008 0.00
C -5.096 2.847 0.004 0.01
C -4.520 1.580 -0.001 0.00
F -5.296 0.488 -0.001 0.00
C -3.142 1.465 -0.005 0.03
F -2.577 0.220 -0.011 0.02
C -2.278 2.569 -0.004 -0.01
S -0.578 2.404 -0.012 -0.02
C -2.894 3.836 0.002 0.01
F -2.117 4.924 0.003 0.00
C -4.272 3.976 0.005 0.00
F -4.835 5.189 0.007 0.00
C -1.153 -9.831 0.998 0.00
C -0.696 -9.289 -0.306 0.00
O -1.344 -9.097 -1.284 0.00
S 1.068 -8.786 -0.220 0.00
C 0.716 -7.040 -0.294 0.01
C 1.319 -6.234 0.664 -0.01
C 1.042 -4.885 0.691 0.01
C 0.141 -4.331 -0.223 -0.01
C -0.450 -5.154 -1.184 0.01
C -0.152 -6.500 -1.230 -0.01
C -0.122 -2.943 -0.178 0.05
C -0.293 -1.739 -0.104 -0.12
H -2.151 -10.257 0.919 0.00
H -1.160 -9.000 1.705 0.00
H -0.436 -10.558 1.368 0.00
H 1.990 -6.684 1.379 0.00
H 1.508 -4.240 1.422 0.00
H -1.143 -4.725 -1.892 0.00
H -0.613 -7.132 -1.973 0.00



(2)
64
Properties=species:S:1:pos:R:3:mulliken_charge:R:1 method="wB97M-V/def2-TZVPD" homo_ev=-10.52 energy_ha=-6308.40443 gap_ev=7.58 charge=+1
Zn 2.027 0.621 0.021 0.33
C 2.801 2.851 0.147 -0.46
C 2.429 2.527 1.464 -0.46
C 3.376 1.988 2.334 -0.25
C 4.696 1.839 1.926 -0.51
C 5.075 2.191 0.636 -0.57
C 4.128 2.671 -0.262 -0.35
H 2.077 3.302 -0.522 0.41
H 1.419 2.720 1.807 0.52
H 3.085 1.723 3.342 0.47
H 5.431 1.456 2.621 0.45
H 6.108 2.090 0.327 0.49
H 4.419 2.947 -1.268 0.47
C -6.042 -3.527 0.306 -2.14
C -4.818 -3.458 -0.607 2.24
C -5.266 -2.938 -1.978 -1.60
C -4.254 -4.876 -0.766 -1.56
C -3.726 -2.545 -0.042 0.20
C -3.808 -1.988 1.236 -0.14
C -2.806 -1.173 1.771 -1.69
C -1.716 -0.941 0.974 0.84
O -0.589 -0.178 1.238 -0.17
B 0.190 -0.279 0.086 0.18
O -0.423 -1.083 -0.868 0.06
C -1.618 -1.483 -0.286 0.29
C -2.592 -2.283 -0.824 -0.93
H -6.805 -4.149 -0.164 0.44
H -6.477 -2.540 0.479 0.45
H -5.807 -3.974 1.274 0.42
H -6.082 -3.554 -2.362 0.45
H -4.460 -2.970 -2.713 0.32
H -5.621 -1.907 -1.911 0.37
H -5.026 -5.547 -1.149 0.43
H -3.905 -5.267 0.192 0.37
H -3.414 -4.895 -1.464 0.34
H -4.678 -2.180 1.846 0.44
H -2.891 -0.745 2.761 0.46
H -2.477 -2.689 -1.820 0.45
O 3.552 -0.642 0.011 -0.54
S 4.970 -1.205 0.047 0.17
C 4.739 -2.988 -0.066 -0.66
C 5.666 -3.464 -1.180 -0.62
C 5.514 -2.437 -2.301 -0.64
C 5.640 -1.066 -1.634 -0.61
H 3.685 -3.103 -0.327 0.31
H 4.924 -3.426 0.912 0.40
H 5.395 -4.470 -1.495 0.36
H 6.700 -3.500 -0.831 0.30
H 4.535 -2.537 -2.770 0.30
H 6.268 -2.559 -3.077 0.36
H 5.070 -0.268 -2.109 0.34
H 6.676 -0.745 -1.529 0.43
Br -4.398 3.931 -0.280 -0.17
C -3.044 5.097 0.310 0.14
C -3.433 6.271 0.944 -0.39
C -2.480 7.165 1.404 -0.52
C -1.131 6.893 1.234 -0.66
C -0.740 5.724 0.601 -0.20
C -1.693 4.825 0.139 0.16
I -1.020 3.097 -0.797 0.23
H -4.487 6.475 1.072 0.40
H -2.797 8.075 1.894 0.37
H -0.381 7.588 1.588 0.39
H 0.312 5.512 0.459 0.31



(3)
94
Properties=species:S:1:pos:R:3:mulliken_charge:R:1 method="wB97M-V/def2-TZVPD" homo_ev=-7.76 energy_ha=-5181.16292 gap_ev=8.15
Bi 0.690 -0.237 0.773 1.79
N 0.102 0.627 2.858 -0.69
C 0.527 2.047 2.812 0.58
C 1.984 2.064 2.352 0.42
O 2.791 2.766 2.939 -0.72
N 2.263 1.207 1.329 -0.44
C 3.575 0.566 1.419 -1.02
C 3.484 -0.755 2.223 0.70
O 4.503 -1.425 2.346 -0.76
O 2.310 -1.033 2.673 -0.70
H -0.844 0.500 3.195 0.12
H 0.768 0.068 3.402 0.37
H 0.463 2.531 3.783 0.62
H -0.102 2.558 2.083 -0.81
H 4.271 1.224 1.937 0.49
H 3.988 0.354 0.431 0.25
C -2.925 -2.188 0.166 -1.33
C -1.927 -2.848 -0.785 -1.00
N -0.655 -3.124 -0.149 0.41
C -0.612 -4.281 0.720 -0.81
C -1.151 -4.091 2.153 -0.96
S -0.730 -2.534 2.990 0.08
C -2.370 -1.820 3.298 -1.07
C -2.927 -0.854 2.209 -1.07
N -2.366 -1.066 0.899 1.11
H -3.250 -2.931 0.899 0.58
H -3.825 -1.916 -0.401 0.47
H -1.741 -2.183 -1.628 0.24
H -2.402 -3.755 -1.190 0.47
H 0.096 -3.174 -0.824 0.16
H 0.427 -4.599 0.783 0.17
H -1.180 -5.121 0.290 0.30
H -0.746 -4.893 2.769 0.62
H -2.235 -4.188 2.183 0.51
H -2.296 -1.298 4.253 0.49
H -3.055 -2.652 3.461 0.51
H -2.735 0.183 2.490 0.46
H -4.021 -0.962 2.216 0.53
H -2.283 -0.209 0.365 -0.68
C 4.397 -5.405 2.730 -1.49
C 4.053 -4.607 1.503 0.53
C 4.909 -4.505 0.416 -0.57
C 4.572 -3.714 -0.671 -0.87
C 3.352 -3.071 -0.602 0.33
Br 2.848 -1.849 -1.984 -0.06
N 2.496 -3.171 0.382 0.35
C 2.856 -3.910 1.431 -0.31
H 5.401 -5.821 2.660 0.38
H 3.698 -6.230 2.871 0.34
H 4.350 -4.775 3.620 0.35
H 5.865 -5.015 0.430 0.35
H 5.241 -3.568 -1.506 0.43
H 2.170 -3.892 2.273 0.34
C 0.190 4.559 -2.581 -2.15
C 0.528 3.410 -1.623 2.79
C 1.738 2.640 -2.180 -1.96
C 1.009 4.014 -0.295 -2.29
P -0.862 2.173 -1.288 -1.03
N -0.574 1.309 -0.018 0.59
C -2.469 3.135 -0.979 2.18
C -2.185 4.242 0.050 -1.82
C -3.485 2.199 -0.301 -1.70
C -3.123 3.787 -2.203 -1.92
C -1.091 1.140 -2.870 2.75
C -0.008 0.049 -2.919 -1.96
C -2.437 0.399 -2.789 -1.96
C -1.057 1.902 -4.199 -2.19
H 1.114 5.108 -2.791 0.54
H -0.506 5.270 -2.139 0.33
H -0.216 4.232 -3.534 0.31
H 2.613 3.291 -2.122 0.66
H 1.616 2.351 -3.222 0.32
H 1.965 1.750 -1.587 0.18
H 1.914 4.594 -0.497 0.66
H 1.272 3.237 0.415 0.50
H 0.289 4.688 0.160 0.25
H -1.632 3.864 0.911 0.10
H -3.142 4.626 0.412 0.64
H -1.639 5.083 -0.373 0.33
H -3.012 1.655 0.517 0.26
H -3.938 1.485 -0.985 0.24
H -4.290 2.809 0.117 0.61
H -2.451 4.459 -2.733 0.28
H -3.973 4.385 -1.858 0.51
H -3.513 3.062 -2.913 0.30
H 0.087 -0.474 -1.967 0.10
H 0.971 0.428 -3.196 0.37
H -0.295 -0.694 -3.669 0.48
H -2.570 -0.103 -1.832 0.03
H -2.464 -0.365 -3.573 0.67
H -3.288 1.055 -2.952 0.34
H -0.078 2.327 -4.411 0.35
H -1.797 2.698 -4.253 0.28
H -1.280 1.195 -5.005 0.53



(4)
28
Properties=species:S:1:pos:R:3:mulliken_spin:R:1 method="wB97M-V/def2-TZVPD" multiplicity=5 homo_ev="-10.76 / -10.78" energy_ha=-3530.63072 gap_ev="6.66 / 6.74" charge=+1
Ho -0.543 -0.541 -0.475 4.02
Cl -5.394 4.009 -0.194 0.00
C -4.332 2.727 0.181 0.00
C -4.551 1.948 1.317 0.00
Cl -5.880 2.275 2.336 0.00
C -3.682 0.897 1.622 0.00
Cl -3.926 -0.075 3.012 0.00
C -2.596 0.608 0.792 0.00
O -1.735 -0.399 1.051 0.00
C -2.374 1.403 -0.368 0.00
O -1.312 1.110 -1.149 0.00
C -3.245 2.457 -0.654 0.00
Cl -2.953 3.399 -2.055 0.00
O 1.071 0.693 0.680 0.00
C 2.449 0.305 0.679 0.00
C 2.682 -0.951 -0.136 0.00
C 3.984 -1.434 -0.218 0.00
C 4.252 -2.576 -0.949 0.00
C 3.191 -3.208 -1.586 0.00
C 1.924 -2.675 -1.464 0.00
N 1.652 -1.560 -0.752 -0.01
H 0.999 1.500 1.220 0.00
H 2.792 0.108 1.707 0.00
H 3.071 1.106 0.251 0.00
H 4.773 -0.908 0.294 0.00
H 5.256 -2.964 -1.022 0.00
H 3.349 -4.101 -2.168 0.00
H 1.078 -3.152 -1.953 0.00



(5)
91
Properties=species:S:1:pos:R:3:mulliken_charge:R:1 method="wB97M-V/def2-TZVPD" homo_ev=-6.12 energy_ha=-2473.68288 gap_ev=4.60
C 5.042 -1.060 -2.780 -1.74
C 4.733 -0.656 -1.354 1.47
C 5.889 -1.168 -0.479 -1.87
C 4.397 0.898 -1.131 1.64
C 5.579 1.742 -0.682 -1.85
C 3.774 1.547 -2.368 -1.86
O 3.434 0.879 -0.058 -0.56
B 3.022 -0.438 0.030 1.15
C 2.128 -0.963 1.165 -0.03
C 1.731 -2.307 1.183 -0.65
C 1.324 -2.861 2.384 0.16
C 1.052 -4.332 2.499 0.82
F 2.091 -4.963 3.141 -0.26
F -0.078 -4.576 3.236 -0.26
F 0.890 -4.947 1.293 -0.26
C 1.239 -2.110 3.552 -0.85
C 1.534 -0.758 3.478 0.12
C 1.538 0.054 4.742 0.77
F 0.664 1.107 4.687 -0.26
F 1.196 -0.695 5.834 -0.29
F 2.782 0.577 4.988 -0.25
C 1.900 -0.152 2.280 -0.89
C -1.224 0.441 -2.449 -0.13
C -1.034 0.080 -1.007 -1.66
C -0.512 -0.234 -3.476 1.44
C -0.121 0.408 -4.696 -0.32
C 0.435 -0.328 -5.739 -0.68
C 0.571 -1.722 -5.627 -0.69
C 0.297 -2.354 -4.407 -0.94
C -0.109 -1.603 -3.311 -0.41
O 3.526 -1.311 -0.928 -0.55
H 6.035 -0.658 -3.031 0.37
H 5.068 -2.154 -2.862 0.47
H 4.308 -0.674 -3.496 0.30
H 6.847 -0.823 -0.883 0.41
H 5.800 -0.849 0.567 0.31
H 5.890 -2.266 -0.502 0.45
H 6.388 1.659 -1.421 0.35
H 5.281 2.798 -0.626 0.46
H 5.956 1.443 0.307 0.32
H 4.544 1.629 -3.149 0.39
H 2.917 0.979 -2.752 0.19
H 3.426 2.562 -2.135 0.51
H 1.779 -2.918 0.289 0.72
H 0.964 -2.577 4.495 0.53
H 2.062 0.919 2.229 0.55
H -1.500 1.480 -2.601 0.64
H -0.088 0.486 -0.605 0.24
H -1.851 0.443 -0.355 0.35
H -0.933 -1.005 -0.904 0.22
H -0.228 1.496 -4.762 0.41
H 0.813 0.189 -6.631 0.49
H 0.941 -2.302 -6.480 0.44
H 0.494 -3.425 -4.298 0.46
H -0.101 -2.046 -2.308 0.31
C -5.641 -2.903 1.468 -0.90
O -4.620 -3.237 0.502 -0.46
C -4.356 -2.319 -0.470 0.75
C -3.540 -2.733 -1.547 -1.38
C -3.367 -1.890 -2.623 0.13
C -3.872 -0.565 -2.640 1.13
C -3.580 0.324 -3.745 1.00
C -3.587 1.774 -3.736 -0.16
C -3.277 2.221 -5.082 -0.17
C -2.764 3.493 -5.327 -0.58
C -2.652 4.382 -4.245 -0.67
C -2.984 3.962 -2.936 -0.71
C -3.556 2.704 -2.689 -0.44
C -3.252 1.055 -5.954 -0.18
C -3.411 -0.113 -5.129 0.14
C -3.398 -1.370 -5.731 0.19
C -3.345 -1.440 -7.127 -0.94
C -3.187 -0.296 -7.928 -0.76
C -3.014 0.954 -7.322 -0.43
C -4.624 -0.146 -1.520 -0.99
C -4.855 -0.996 -0.449 -0.68
H -5.829 -3.826 2.013 0.26
H -5.276 -2.126 2.151 0.32
H -6.563 -2.564 0.978 0.38
H -3.100 -3.732 -1.531 0.46
H -2.750 -2.238 -3.447 0.21
H -2.444 3.761 -6.335 0.41
H -2.266 5.390 -4.432 0.37
H -2.766 4.624 -2.093 0.39
H -3.921 2.428 -1.697 0.25
H -3.469 -2.266 -5.126 0.50
H -3.430 -2.417 -7.594 0.42
H -3.176 -0.382 -9.018 0.38
H -2.743 1.840 -7.892 0.39
H -5.045 0.857 -1.489 0.71
H -5.466 -0.667 0.391 0.44



(6)
11
Properties=species:S:1:pos:R:3:mulliken_charge:R:1 method="wB97M-V/def2-TZVPD" homo_ev=-9.19 energy_ha=-802.96218 gap_ev=8.91
C 0.430 1.361 1.042 -0.17
C 0.060 0.325 0.324 0.45
C -0.222 0.221 -1.084 -0.44
C -0.419 -1.036 -1.408 -0.27
C 0.075 -1.139 0.803 0.43
H 0.604 1.230 2.124 0.34
H -0.470 1.195 -1.687 0.23
H -0.866 -1.567 -2.234 0.40
O -0.226 -1.869 -0.299 -0.32
O 0.325 -1.657 1.835 -0.52
Cl 0.709 2.937 0.583 -0.15